154
Properties=species:S:1:pos:R:3 method="wB97M-V/def2-TZVPD" e_homo_ha=-0.42939 total_charge=+1 homo_lumo_gap_ev=8.8
C 11.49 -17.46 14.04
C 11.17 -18.10 15.40
N 9.78 -18.64 15.53
C 8.80 -17.65 14.89
C 9.49 -20.00 14.80
C 8.10 -20.63 15.04
C 9.29 -18.68 16.99
C 10.08 -19.61 17.91
O 10.82 -20.64 17.33
C 11.94 -21.10 18.11
H 12.52 -17.11 14.06
H 10.88 -16.56 13.93
H 11.25 -18.11 13.21
H 11.38 -17.36 16.17
H 11.83 -18.95 15.61
H 8.94 -16.66 15.32
H 7.76 -17.87 15.12
H 9.02 -17.79 13.83
H 10.25 -20.67 15.20
H 9.65 -19.81 13.74
H 8.21 -21.04 16.05
H 7.77 -21.35 14.30
H 7.45 -19.75 14.98
H 8.22 -18.91 17.04
H 9.27 -17.65 17.35
H 9.41 -20.10 18.62
H 10.67 -18.92 18.53
H 11.89 -22.11 18.52
H 12.19 -20.34 18.85
H 12.75 -21.19 17.39
C 9.63 -15.09 6.12
C 10.56 -13.90 6.18
N 9.87 -12.54 6.02
C 9.48 -12.38 4.58
C 8.68 -12.24 6.92
C 8.73 -12.70 8.37
C 10.97 -11.53 6.34
C 12.24 -11.60 5.49
O 13.04 -12.70 5.87
C 13.95 -13.15 4.88
H 8.99 -15.19 7.00
H 10.17 -16.03 6.31
H 9.07 -15.09 5.19
H 11.31 -13.91 5.39
H 11.02 -13.88 7.17
H 10.15 -12.76 3.82
H 9.33 -11.33 4.33
H 8.50 -12.83 4.44
H 7.77 -12.57 6.43
H 8.64 -11.16 6.81
H 8.07 -13.55 8.52
H 8.30 -11.89 8.95
H 9.68 -13.06 8.77
H 11.14 -11.65 7.41
H 10.50 -10.56 6.19
H 12.88 -10.77 5.85
H 12.08 -11.44 4.43
H 15.01 -13.00 5.08
H 13.77 -12.60 3.95
H 13.77 -14.21 4.69
C 16.12 -12.97 12.49
C 14.81 -12.47 11.89
N 14.18 -13.26 10.77
C 12.90 -12.58 10.37
C 15.15 -13.40 9.58
C 14.54 -14.06 8.35
C 13.96 -14.71 11.23
C 13.34 -14.85 12.62
O 12.06 -14.31 12.64
C 11.50 -13.94 13.87
H 16.42 -12.48 13.42
H 16.98 -12.78 11.84
H 16.07 -14.02 12.77
H 14.90 -11.46 11.47
H 14.08 -12.22 12.66
H 12.28 -13.38 9.97
H 13.12 -11.86 9.59
H 12.44 -12.23 11.29
H 16.01 -13.92 10.02
H 15.35 -12.34 9.45
H 14.44 -15.14 8.40
H 15.14 -13.74 7.50
H 13.53 -13.67 8.21
H 14.92 -15.22 11.24
H 13.39 -15.26 10.49
H 13.99 -14.47 13.42
H 13.35 -15.90 12.93
H 12.09 -13.08 14.20
H 11.40 -14.74 14.61
H 10.46 -13.64 13.71
C 2.92 -8.94 10.38
C 2.86 -10.35 9.76
C 4.22 -10.98 9.50
O 4.14 -12.33 9.12
C 5.39 -12.98 9.05
N 1.96 -11.25 10.59
H 1.90 -11.01 11.58
H 0.99 -11.30 10.25
H 2.29 -12.22 10.43
H 3.55 -9.03 11.28
H 1.94 -8.52 10.52
H 3.57 -8.32 9.76
H 2.30 -10.25 8.83
H 4.58 -11.02 10.54
H 4.96 -10.40 8.96
H 5.95 -12.87 8.12
H 5.44 -14.06 9.19
H 5.88 -12.66 9.97
C 5.25 -15.81 11.83
C 6.76 -15.90 11.60
C 7.71 -15.55 12.77
O 9.06 -15.24 12.52
C 9.27 -13.99 11.92
N 7.04 -17.30 11.12
H 7.95 -17.68 11.40
H 6.36 -17.95 11.53
H 6.87 -17.45 10.11
H 4.94 -14.87 12.29
H 4.90 -16.65 12.43
H 4.80 -15.90 10.84
H 6.99 -15.17 10.83
H 7.58 -16.43 13.41
H 7.36 -14.71 13.38
H 8.75 -13.23 12.53
H 8.91 -13.91 10.89
H 10.32 -13.71 12.00
As 4.75 -16.37 15.29
F 4.01 -15.40 14.01
F 4.39 -15.32 16.63
F 5.38 -17.51 16.56
F 5.21 -17.60 14.16
F 6.33 -15.61 14.97
F 3.16 -17.13 15.32
As 6.63 -20.99 11.75
F 5.31 -22.06 11.48
F 6.29 -20.22 10.18
F 7.88 -19.79 12.08
F 7.07 -21.83 13.24
F 7.65 -22.05 10.82
F 5.51 -19.82 12.50
As 6.14 -16.98 7.20
F 7.51 -17.97 6.70
F 5.03 -17.95 6.27
F 4.70 -16.04 7.65
F 7.28 -16.00 8.18
F 6.23 -15.81 5.84
F 5.96 -18.03 8.61
As 11.27 -16.73 9.89
F 11.66 -15.68 11.25
F 12.83 -17.55 10.06
F 10.88 -17.72 8.47
F 9.78 -15.90 9.74
F 12.04 -15.56 8.81
F 10.56 -18.03 10.86